Record 1
105
Properties=species:S:1:pos:R:3:lowdin_charge:R:1 method="wB97M-V/def2-TZVPD" lumo_energy_ev=0.8 homo_ev=-3.7 gap_ev=4.567 charge=-1 e_above_lowest_ev=0.000
Sr -7.565 14.692 12.777 1.2454
C -4.402 16.657 15.890 -0.0375
C -4.083 15.639 16.778 -0.0729
C -4.413 14.331 16.487 -0.0146
C -5.027 14.022 15.233 -0.2169
N -5.444 15.045 14.450 0.0556
C -4.989 16.279 14.674 -0.0947
C -5.189 12.663 14.773 -0.2093
C -4.489 11.623 15.415 -0.0064
C -4.692 10.314 15.006 -0.0457
C -5.546 10.079 13.964 0.0008
C -6.098 11.173 13.269 -0.1865
N -5.972 12.475 13.663 0.1533
C -6.924 10.922 12.115 -0.2257
C -6.879 9.683 11.415 -0.0041
C -7.956 9.365 10.600 -0.0476
C -8.951 10.319 10.390 -0.0516
C -8.714 11.608 10.846 -0.1349
N -7.703 11.934 11.674 0.0954
H -4.173 17.693 16.018 0.0978
H -3.613 15.868 17.701 0.0939
H -4.199 13.544 17.209 0.1024
H -5.251 16.988 13.894 0.1056
H -3.742 11.915 16.157 0.1042
H -4.125 9.518 15.460 0.1087
H -5.861 9.097 13.656 0.1025
H -6.046 9.037 11.573 0.0993
H -7.922 8.402 10.103 0.1080
H -9.858 10.137 9.834 0.0993
H -9.389 12.425 10.573 0.0875
S -8.067 18.519 20.161 0.9716
N -8.643 18.971 18.713 -0.2214
C -8.598 17.850 17.948 -0.2976
C -8.816 17.821 16.522 -0.0932
C -9.134 18.961 15.779 0.0043
C -9.037 18.876 14.396 -0.0256
C -8.763 17.646 13.800 -0.1376
N -8.448 16.534 14.449 0.0388
C -8.471 16.608 15.838 -0.1098
C -8.256 15.367 16.564 -0.1480
N -8.339 14.170 15.922 0.1373
C -8.262 13.085 16.683 -0.1419
C -8.050 13.045 18.058 -0.0164
C -7.937 14.261 18.746 0.0107
C -8.078 15.412 17.978 -0.0922
C -8.133 16.713 18.655 -0.2964
N -7.791 16.953 19.938 -0.2310
H -9.310 19.926 16.291 0.1258
H -9.155 19.746 13.738 0.1184
H -8.827 17.565 12.708 0.1049
H -8.432 12.157 16.153 0.0323
H -7.976 12.133 18.572 0.0906
H -7.805 14.307 19.815 0.1120
O -6.562 17.283 9.446 -0.4358
S -5.961 16.953 10.726 0.0328
O -4.812 17.724 11.195 -0.4519
O -6.929 16.732 11.858 -0.7243
S -5.227 15.053 10.472 0.1255
C -13.097 10.785 13.011 -0.0977
C -12.723 9.374 12.532 -0.4414
C -13.724 8.352 12.960 -0.0794
O -11.439 8.876 13.056 -0.3706
P -10.604 9.272 14.422 -0.2181
S -9.210 7.925 14.638 0.1673
S -10.162 11.161 14.393 0.2777
O -11.892 9.193 15.453 -0.3644
C -11.828 9.223 16.902 -0.4513
C -10.426 9.276 17.498 -0.1173
C -12.552 10.472 17.382 -0.0688
H -14.006 11.077 12.481 0.0745
H -12.280 11.494 12.796 0.0204
H -13.198 10.768 14.109 0.0635
H -12.607 9.362 11.441 0.1304
H -13.899 8.399 14.037 0.0747
H -13.367 7.336 12.717 0.0890
H -14.702 8.457 12.476 0.0761
H -12.367 8.338 17.156 0.1252
H -9.859 10.127 17.070 0.0438
H -9.817 8.402 17.271 0.0234
H -10.469 9.401 18.578 0.0715
H -12.062 11.391 17.005 0.0782
H -12.550 10.503 18.481 0.0734
H -13.604 10.441 17.067 0.0757
C -12.519 14.244 10.064 -0.0900
C -11.798 15.302 9.279 -0.2274
N -10.547 14.853 8.669 -0.0799
C -10.620 14.449 7.234 -0.1924
C -10.779 12.936 6.948 -0.0780
C -9.408 14.803 9.397 -0.4131
C -8.151 14.705 8.606 -0.0385
N -9.380 14.903 10.732 0.0511
H -13.425 14.688 10.536 0.0871
H -11.914 13.871 10.895 0.0628
H -12.822 13.392 9.467 0.0659
H -11.544 16.171 9.939 0.1296
H -12.468 15.645 8.463 0.1161
H -9.701 14.751 6.703 0.1046
H -11.483 14.974 6.760 0.1163
H -9.976 12.344 7.388 0.0659
H -10.770 12.752 5.870 0.0716
H -11.709 12.514 7.292 0.0526
H -8.271 14.031 7.765 0.0652
H -7.314 14.403 9.252 -0.0094
H -7.864 15.699 8.266 0.0879
H -10.286 15.102 11.105 0.0030

Record 2
111
Properties=species:S:1:pos:R:3:lowdin_charge:R:1 method="wB97M-V/def2-TZVPD" s2=2.014 lumo_energy_ev="-2.5 / -2.7" homo_ev="-9.5 / -9.8" gap_ev="7.000 / 7.103" multiplicity=3 charge=+1 e_above_lowest_ev=0.000
W 0.494 1.205 -0.209 1.7340
C 2.707 2.723 1.497 -0.0396
N 1.613 3.099 0.551 -0.3057
C 0.689 3.982 1.272 -0.1830
C 0.128 3.181 2.421 -0.2255
N -0.077 1.758 2.087 -0.0727
C -0.593 1.100 3.192 -0.1937
C -0.609 1.513 4.555 -0.1253
F 0.014 2.618 5.014 0.0747
C -1.239 0.805 5.570 -0.1508
F -1.185 1.282 6.809 0.1365
C -1.908 -0.378 5.333 -0.1576
F -2.521 -1.045 6.307 0.1308
C -1.909 -0.834 4.034 -0.1603
F -2.569 -1.957 3.711 0.1039
C -1.257 -0.128 3.047 -0.1968
F -1.327 -0.650 1.819 0.0175
C 2.248 3.777 -0.592 -0.1494
C 2.786 2.691 -1.537 -0.1974
N 2.486 1.394 -0.940 -0.1968
C 3.456 0.429 -1.231 -0.1807
C 4.184 -0.220 -0.225 -0.1689
F 3.947 0.029 1.066 0.0956
C 5.214 -1.098 -0.494 -0.1599
F 5.836 -1.724 0.508 0.1255
C 5.600 -1.346 -1.799 -0.1558
F 6.579 -2.207 -2.056 0.1396
C 4.941 -0.699 -2.825 -0.1416
F 5.304 -0.903 -4.086 0.1389
C 3.899 0.167 -2.532 -0.1500
F 3.338 0.804 -3.564 0.0849
H 2.991 3.611 2.068 0.1099
H 3.560 2.363 0.938 0.0833
H 2.370 1.942 2.170 0.0743
H 1.232 4.854 1.653 0.1381
H -0.070 4.357 0.596 0.0880
H -0.803 3.652 2.759 0.1334
H 0.837 3.283 3.237 0.1028
H 3.043 4.429 -0.221 0.1326
H 1.517 4.427 -1.071 0.1022
H 3.866 2.801 -1.665 0.1336
H 2.351 2.820 -2.533 0.0963
C -0.146 -2.466 -2.972 -0.0811
N -1.328 -2.494 -2.120 -0.2531
C -2.393 -3.362 -2.606 -0.0610
P -1.272 -1.858 -0.629 0.5434
O -0.958 -0.396 -0.629 -0.3758
O -0.089 -2.650 0.158 -0.2261
P 1.244 -2.036 0.845 0.5326
O 1.443 -0.653 0.317 -0.3601
N 2.463 -3.022 0.414 -0.2574
C 2.952 -4.062 1.321 -0.0655
C 2.743 -3.271 -0.997 -0.0701
N 1.041 -2.132 2.445 -0.2787
C 0.460 -3.301 3.098 -0.0636
C 1.803 -1.238 3.323 -0.0515
N -2.634 -2.241 0.161 -0.2984
C -2.912 -3.586 0.647 -0.0728
C -3.789 -1.353 0.094 -0.0648
H 0.393 -3.415 -2.921 0.0900
H 0.516 -1.650 -2.681 0.0651
H -0.447 -2.287 -4.002 0.0724
H -2.620 -3.087 -3.637 0.0923
H -3.298 -3.231 -2.021 0.0660
H -2.097 -4.415 -2.580 0.0969
H 3.085 -3.665 2.325 0.0731
H 3.929 -4.384 0.963 0.0956
H 2.293 -4.934 1.357 0.0948
H 2.153 -4.108 -1.379 0.0923
H 3.798 -3.515 -1.110 0.0915
H 2.536 -2.379 -1.586 0.0736
H 1.235 -3.942 3.527 0.0881
H -0.124 -3.885 2.389 0.0833
H -0.203 -2.976 3.897 0.0840
H 1.954 -0.279 2.834 0.0642
H 2.774 -1.662 3.593 0.0950
H 1.221 -1.074 4.231 0.0922
H -2.003 -4.184 0.663 0.0807
H -3.651 -4.090 0.019 0.0870
H -3.301 -3.526 1.665 0.0889
H -3.500 -0.386 -0.310 0.0623
H -4.194 -1.206 1.098 0.0947
H -4.573 -1.778 -0.540 0.0940
Cl 0.785 -0.011 -5.259 0.7392
C -0.794 0.217 -4.548 -0.6090
C -1.877 -0.130 -5.348 -0.1173
C -3.165 0.064 -4.886 -0.0843
C -3.347 0.614 -3.624 -0.0735
C -2.251 0.938 -2.843 -0.0659
C -0.928 0.738 -3.257 -0.2844
C 0.299 1.111 -2.449 -0.2505
H -1.694 -0.532 -6.335 0.1051
H -4.011 -0.194 -5.510 0.1072
H -4.346 0.792 -3.246 0.1062
H -2.439 1.325 -1.855 0.0731
H 0.596 2.095 -2.827 0.0415
H 1.117 0.478 -2.788 0.0062
S -2.166 4.798 -1.635 1.1633
C -0.930 3.648 -1.513 -0.4806
N -1.074 2.698 -0.627 -0.1137
C -2.330 2.829 0.001 -0.2914
C -2.924 1.931 0.890 -0.0292
C -4.172 2.226 1.389 -0.0430
C -4.859 3.388 1.007 -0.0576
C -4.314 4.254 0.089 -0.0665
C -3.048 3.952 -0.416 -0.4460
H -0.054 3.740 -2.132 0.0757
H -2.419 1.026 1.161 0.0706
H -4.636 1.541 2.087 0.1142
H -5.836 3.593 1.422 0.1150
H -4.848 5.134 -0.240 0.1176

Record 3
95
Properties=species:S:1:pos:R:3:lowdin_charge:R:1 method="wB97M-V/def2-TZVPD" s2=3.799 lumo_energy_ev="2.2 / 2.2" homo_ev="-2.2 / -3.2" gap_ev="4.412 / 5.469" multiplicity=4 charge=-1
Tc 0.474 -0.690 0.480 1.0804
C 2.806 2.205 3.703 -0.2151
C 4.208 1.628 3.370 -0.2338
N 4.229 0.243 2.981 -0.0737
C 4.507 -0.713 4.056 -0.3074
C 3.463 -0.820 5.113 0.0372
S 0.359 -0.944 2.982 0.8057
C -0.095 0.639 3.823 -0.4341
C 0.406 1.970 3.228 -0.2969
N 1.762 2.013 2.679 -0.0708
H 2.451 1.754 4.627 0.0840
H 2.951 3.282 3.889 0.1079
H 4.609 2.232 2.551 0.1072
H 4.859 1.783 4.249 0.1074
H 4.906 0.086 2.251 0.0972
H 4.626 -1.684 3.569 0.1098
H 5.479 -0.459 4.535 0.1075
H 3.399 -1.763 5.640 0.0427
H 3.283 0.052 5.732 0.0367
H -1.185 0.630 3.827 0.0689
H 0.263 0.524 4.848 0.0503
H -0.287 2.227 2.432 0.0718
H 0.316 2.736 4.020 0.1065
H 1.832 2.747 1.988 0.0980
C -0.811 1.063 0.180 -0.3583
Si -1.861 0.969 -1.348 0.6276
C -0.724 0.137 -2.634 -0.2375
N 0.074 -0.972 -2.078 -0.2209
C 1.309 -1.151 -2.863 -0.2004
C 1.069 -1.837 -4.207 -0.1604
C 0.526 -3.264 -3.977 -0.1855
C 0.083 -3.443 -2.521 -0.1744
C -0.723 -2.234 -2.067 -0.1860
C -2.166 2.715 -2.044 -0.2256
C -3.441 3.272 -2.163 -0.0918
C -3.623 4.568 -2.624 -0.1010
C -2.528 5.346 -2.970 -0.1105
C -1.249 4.819 -2.844 -0.1012
C -1.077 3.525 -2.381 -0.1101
C -3.564 0.172 -1.204 -0.2585
C -4.196 -0.387 -2.317 -0.1097
C -5.457 -0.954 -2.222 -0.0968
C -6.123 -0.963 -1.004 -0.0986
C -5.518 -0.400 0.109 -0.0898
C -4.253 0.158 0.007 -0.0981
H -1.462 1.402 0.992 -0.0177
H -0.103 1.893 0.000 -0.0041
H -0.028 0.914 -2.963 0.0772
H -1.265 -0.186 -3.536 0.0789
H 2.018 -1.750 -2.299 0.0917
H 1.768 -0.172 -3.012 0.1190
H 2.008 -1.864 -4.763 0.1070
H 0.360 -1.243 -4.789 0.0983
H 1.289 -4.005 -4.224 0.1025
H -0.330 -3.444 -4.632 0.1019
H 0.943 -3.586 -1.864 0.1119
H -0.540 -4.334 -2.426 0.1151
H -1.083 -2.402 -1.054 0.0729
H -1.594 -2.127 -2.728 0.1160
H -4.301 2.671 -1.888 0.0939
H -4.624 4.974 -2.716 0.0951
H -2.667 6.357 -3.332 0.0928
H -0.385 5.419 -3.106 0.0957
H -0.072 3.129 -2.272 0.0908
H -3.694 -0.374 -3.279 0.0946
H -5.924 -1.387 -3.100 0.0944
H -7.105 -1.413 -0.924 0.0957
H -6.027 -0.414 1.065 0.1047
H -3.787 0.577 0.892 0.1056
Br 5.799 3.305 -2.666 0.6877
C 5.078 1.741 -1.842 -0.6866
C 5.686 0.517 -2.074 -0.1295
C 5.110 -0.626 -1.549 -0.0149
C 3.937 -0.554 -0.801 -0.1422
C 3.365 0.692 -0.556 -0.0378
C 3.932 1.845 -1.070 -0.1250
C 3.275 -1.838 -0.356 -0.6234
O 3.876 -2.899 -0.488 0.0383
O 2.085 -1.716 0.101 -0.2356
H 6.585 0.462 -2.673 0.0950
H 5.544 -1.602 -1.720 0.1176
H 2.466 0.755 0.056 0.0729
H 3.487 2.816 -0.894 0.0977
C -0.920 -1.233 1.767 -0.6285
C -2.088 -1.962 2.098 -0.3426
C -2.921 -2.536 1.102 -0.0835
C -4.044 -3.267 1.428 -0.1300
C -4.427 -3.446 2.755 -0.1470
C -3.643 -2.875 3.757 -0.1307
C -2.505 -2.164 3.445 -0.0915
H -2.656 -2.404 0.062 0.0763
H -4.640 -3.709 0.637 0.0931
H -5.312 -4.018 3.005 0.0756
H -3.932 -2.993 4.796 0.0876
H -1.896 -1.740 4.235 0.0731

no.,largest force on an atom (hartree/bohr),E_tot (eV)
1,0.0709,-129131.52259
2,0.0102,-130186.16340
3,0.0669,-140723.15533